Molecular formula: C38H36Cl5N6O2PSeV
Method: DFT, wB97M-V/def2-TZVPD

Results
HOMO level (spin up / spin down)   -2.131 / -2.352 eV
Charge   -2
Calculated total energy   -7936.583699 Eh
Orbital gap (spin up / spin down)   6.01 / 6.24 eV
2S+1   4

Structure (XYZ):
```
90
Properties=species:S:1:pos:R:3:lowdin_charge:R:1
V -0.601 -0.245 0.004 0.59
C -1.522 -4.169 1.708 -0.05
C -2.565 -3.209 2.203 -0.20
C -3.765 -3.700 2.694 -0.07
C -4.747 -2.850 3.182 -0.11
C -4.512 -1.487 3.167 -0.07
C -3.316 -0.962 2.683 -0.19
C -3.122 0.525 2.765 -0.09
C -2.334 -1.831 2.196 -0.18
N -1.114 -1.363 1.672 0.00
C -0.001 -1.823 2.254 -0.52
O 0.150 -2.360 3.344 0.03
C 1.215 -1.835 1.295 -0.16
C 2.346 -2.544 1.657 0.00
C 3.285 -2.834 0.682 -0.05
C 3.073 -2.396 -0.612 -0.02
C 1.945 -1.642 -0.905 -0.19
N 1.037 -1.383 0.036 0.05
C 1.758 -1.102 -2.318 -0.55
O 2.792 -1.067 -3.012 -0.02
N 0.544 -0.680 -2.558 0.11
C 0.155 -0.407 -3.858 -0.19
C 0.309 -1.342 -4.903 -0.19
C 0.937 -2.686 -4.674 -0.06
C -0.168 -1.043 -6.170 -0.08
C -0.827 0.145 -6.448 -0.12
C -1.024 1.037 -5.410 -0.08
C -0.552 0.777 -4.130 -0.20
C -0.833 1.791 -3.055 -0.09
H -1.990 -5.080 1.337 0.07
H -0.832 -4.426 2.514 0.08
H -0.928 -3.734 0.900 0.03
H -3.924 -4.773 2.695 0.10
H -5.673 -3.246 3.578 0.08
H -5.252 -0.801 3.562 0.10
H -3.912 1.045 2.220 0.06
H -2.151 0.822 2.377 0.00
H -3.149 0.848 3.806 0.08
H 2.422 -2.872 2.685 0.11
H 4.172 -3.406 0.928 0.10
H 3.762 -2.591 -1.423 0.11
H 0.580 -3.127 -3.745 0.01
H 2.022 -2.602 -4.585 0.07
H 0.685 -3.354 -5.498 0.07
H -0.025 -1.776 -6.956 0.10
H -1.197 0.356 -7.442 0.08
H -1.558 1.966 -5.583 0.10
H -1.905 1.911 -2.897 0.04
H -0.443 2.773 -3.342 0.07
H -0.376 1.500 -2.108 0.03
Cl -2.769 1.229 -0.520 0.71
C -2.956 -0.286 -1.465 -0.62
C -1.960 -1.210 -1.259 -0.25
C -2.098 -2.348 -2.031 -0.64
Cl -0.948 -3.655 -1.830 0.72
C -3.109 -2.517 -2.973 -0.69
Cl -3.192 -3.942 -3.961 0.64
C -4.078 -1.523 -3.148 -0.70
Cl -5.347 -1.715 -4.311 0.63
C -4.009 -0.379 -2.368 -0.70
Cl -5.172 0.896 -2.521 0.65
N 5.775 3.631 -3.021 0.09
C 4.655 2.941 -2.567 -0.34
C 3.374 3.291 -2.976 -0.02
C 2.300 2.569 -2.489 -0.15
N 2.394 1.551 -1.642 0.07
C 3.628 1.202 -1.296 -0.15
C 4.775 1.850 -1.712 -0.02
H 5.606 4.583 -3.314 0.08
H 6.601 3.532 -2.449 0.08
H 3.212 4.124 -3.646 0.10
H 1.297 2.847 -2.790 0.07
H 3.711 0.359 -0.618 0.11
H 5.744 1.515 -1.370 0.10
Se -0.125 2.521 6.660 0.19
C -0.221 1.549 5.094 -0.96
N -0.278 1.004 4.081 0.03
C 1.632 3.614 0.474 -0.31
P 0.770 2.200 1.299 0.83
C -0.476 3.286 2.109 -0.31
C 2.069 1.913 2.566 -0.30
H 1.762 4.396 1.227 0.04
H 1.042 4.012 -0.351 0.03
H 2.607 3.333 0.091 0.01
H 0.002 3.936 2.844 0.04
H -1.249 2.715 2.615 -0.01
H -0.931 3.895 1.324 0.03
H 2.032 2.688 3.333 0.04
H 3.034 1.940 2.054 0.03
H 1.939 0.951 3.057 0.01
```